(1)
This record from OMol25 describes C10H15IO8S in the gas phase in a non-equilibrium geometry. The level of theory is ωB97M-V/def2-TZVPD.

Energy above the lowest of the compared OMol25 structures with the same formula, charge and spin: 200.0 kcal per mole
Kohn-Sham gap: 0.3477 Eh
Max |F|: 9.6 eV Å⁻¹
Multiplicity: 1
E_HOMO: -10.09 eV
E: -45918.324 eV
SMILES: O=COCCCC[C@]1(I)OS(=O)(=O)O[C@@H]1CCOC=O

Cartesian coordinates (Å):
O: 0.15896 0.28977 4.12540
C: -1.08379 0.30001 3.59833
O: -1.54740 1.31099 2.61195
C: -2.49653 0.71282 1.66076
C: -1.79715 -0.36875 0.60689
C: -2.14476 -0.07225 -0.96638
C: -0.84325 0.05133 -1.95817
C: 0.23030 1.23024 -1.53576
I: -0.75158 3.10739 -0.83265
O: 0.78686 1.69322 -2.84143
S: 2.17646 2.56096 -2.26137
O: 2.17083 4.12571 -2.46366
O: 3.29964 2.14750 -3.25403
O: 2.37607 2.03302 -0.61776
C: 1.38856 0.92093 -0.41949
C: 2.35890 -0.39173 -0.56554
C: 1.66301 -1.82186 -0.16902
O: 1.84785 -2.19943 1.27166
C: 0.65117 -3.07152 1.51818
O: 0.46991 -4.23487 0.84318
H: -1.78766 -0.59210 3.95737
H: -3.32724 0.15166 2.30493
H: -3.00254 1.56942 1.04456
H: -0.65964 -0.47414 0.85865
H: -2.29125 -1.41931 0.88240
H: -2.84734 0.87312 -1.03192
H: -2.79083 -0.98868 -1.37452
H: -0.32208 -1.00166 -2.17105
H: -1.27410 0.38290 -3.02132
H: 0.83500 1.14089 0.58897
H: 2.87076 -0.41642 -1.64378
H: 3.26366 -0.24175 0.19849
H: 0.50361 -1.87136 -0.35219
H: 2.13571 -2.67084 -0.85671
H: -0.22014 -2.76522 2.26504

Force components x, y, z for each atom (eV/Å):
O -8.31 0.62 -3.80
C 5.93 0.33 1.81
O 0.83 -3.56 1.79
C -1.07 -0.92 -0.39
C -0.88 -0.68 0.83
C -0.22 -0.76 -0.10
C -0.74 0.47 -0.73
C -1.23 -1.20 -1.00
I -0.20 -0.81 0.12
O 2.25 0.27 4.27
S 5.61 4.73 -6.21
O -1.60 -5.86 2.39
O -3.89 -0.43 4.37
O -2.14 0.13 -3.12
C 0.27 0.13 -0.42
C 0.17 -0.42 0.96
C 0.01 -0.62 -1.76
O -3.98 -1.43 -0.73
C -0.02 -5.69 -3.57
O 1.39 7.93 4.44
H 0.91 2.19 -1.18
H 1.64 1.20 -1.51
H 1.15 -1.47 1.45
H -2.09 0.42 -0.60
H 1.21 2.16 -0.62
H 1.67 -1.81 -0.02
H 1.46 2.03 0.83
H -0.93 2.44 0.80
H 1.04 -0.58 2.34
H 1.49 -0.82 -1.65
H -1.47 0.03 2.28
H -2.08 -0.16 -1.61
H 2.36 0.48 -0.02
H -0.97 1.80 1.62
H 2.40 -0.15 -1.29



(2)
This record from OMol25 describes a molecular structure, C10H15LuO7P in a non-equilibrium geometry. The level of theory is ωB97M-V/def2-TZVPD.

Energy above the lowest of the compared OMol25 structures with the same formula, charge and spin: 0.0 kcal per mole
Kohn-Sham gap: 0.2669 Eh
Max |F|: 6.9 eV Å⁻¹
Multiplicity: 1
E_HOMO: -20.32 eV
E: -67823.766 eV
Charge: +3

Cartesian coordinates (Å):
Lu: 0.49892 -0.19054 -1.79680
O: -1.40000 3.75497 -3.41007
C: -0.84431 2.84850 -2.98628
C: 2.48146 -0.26262 -3.15683
O: 3.44112 -0.49325 -3.75417
C: -1.69541 -0.53299 -2.63153
O: -2.78576 -0.66136 -2.97001
C: 0.22709 0.08194 -4.16089
O: 0.10052 0.27074 -5.29446
C: -1.05414 3.94212 1.70343
C: -0.72414 2.70213 0.94018
O: -1.96277 1.89381 0.92898
P: -2.23225 0.31039 0.95878
O: -0.87503 -0.33030 1.53104
C: -0.34007 -0.14152 2.86175
C: 1.07289 -0.62068 2.77711
O: 0.52588 -1.85247 -0.84324
C: 0.29654 -3.10027 -0.25276
C: 1.42285 -4.05396 -0.55635
H: -1.84111 4.50686 1.19432
H: -0.16187 4.57075 1.75436
H: -1.35798 3.72137 2.73239
H: -0.48076 2.91431 -0.10497
H: 0.09547 2.11318 1.36630
H: -0.41074 0.92051 3.12258
H: -0.94615 -0.74113 3.53021
H: 1.59884 -0.13767 1.95398
H: 1.61794 -0.42209 3.70129
H: 1.08895 -1.69511 2.58933
H: 0.17592 -2.94499 0.81828
H: -0.65336 -3.48999 -0.62405
H: 2.31682 -3.79660 0.01397
H: 1.14490 -5.07903 -0.31811
H: 1.65976 -4.00501 -1.61778

Force components x, y, z for each atom (eV/Å):
Lu 0.60 -0.62 1.69
O 1.84 -2.89 1.36
C -1.72 2.61 -1.21
C 5.83 -1.45 -2.43
O -4.39 1.16 2.53
C -5.72 -0.74 -0.96
O 4.34 0.43 1.18
C -0.87 1.01 -6.75
O 0.59 -0.87 5.08
C 0.17 0.58 0.21
C 0.33 0.07 0.45
O -0.81 -3.13 -0.78
P 2.38 2.10 1.23
O -3.35 0.51 -2.24
C 1.14 0.55 1.18
C 0.36 -0.38 0.22
O -0.15 2.57 -1.59
C -0.34 -1.36 0.64
C 0.29 0.07 0.03
H 0.11 -0.11 0.16
H -0.05 0.02 0.00
H 0.03 -0.02 -0.22
H -0.32 0.02 -0.06
H -0.23 0.03 0.15
H -0.07 -0.22 0.04
H -0.11 -0.04 0.13
H 0.11 0.21 0.02
H -0.07 -0.01 -0.05
H 0.06 0.03 0.12
H 0.05 0.01 0.09
H -0.01 0.03 -0.12
H -0.01 -0.05 -0.05
H -0.03 0.03 0.05
H 0.02 -0.14 -0.10



(3)
This record from OMol25 describes 2 unconnected molecules or ions with the total composition C10H15N2 in a non-equilibrium geometry. The level of theory is ωB97M-V/def2-TZVPD.

Energy above the lowest of the compared OMol25 structures with the same formula, charge and spin: 54.5 kcal per mole
Kohn-Sham gap (spin up / spin down): 0.2898 / 0.1907 Eh
Max |F|: 6.0 eV Å⁻¹
⟨S²⟩: 2.01
Multiplicity: 3
E_HOMO (spin up / spin down): -10.33 / -12.86 eV
E: -13579.227 eV
Charge: +1

Cartesian coordinates (Å):
C: 1.74271 2.88450 0.95494
C: 0.83797 2.32614 1.87543
C: 1.93835 2.20192 -0.26277
C: 0.11043 1.12514 1.63169
C: 0.35709 0.79642 0.32953
C: -1.66223 -0.47335 -1.32424
C: -0.35732 -0.87840 -1.96315
C: -0.83323 0.52736 2.62688
C: -0.01150 -2.11266 -2.75132
C: -0.38063 -2.12078 0.33177
N: 1.16449 1.21453 -0.58494
N: -0.51545 -0.89727 -0.55673
H: 2.31302 3.62954 1.30561
H: 0.86841 2.62412 2.92777
H: 2.55290 2.53781 -1.16487
H: -1.74805 0.69593 -1.12569
H: -2.51838 -1.13414 -1.45139
H: 0.14732 0.05682 -2.29311
H: -0.75782 -0.51812 2.71462
H: -0.60691 0.98736 3.68812
H: -1.82497 0.69019 2.23199
H: -0.21132 -2.98779 -2.18612
H: 1.08478 -1.90618 -2.95587
H: -0.50326 -2.16483 -3.72777
H: -0.20030 -1.71861 1.38718
H: -1.39475 -2.60813 0.37792
H: 0.40864 -2.77752 -0.03548

Force components x, y, z for each atom (eV/Å):
C -2.08 -3.84 -0.58
C 0.83 -1.16 0.74
C 1.69 3.18 -1.51
C 1.22 2.34 -0.31
C -0.13 0.54 0.52
C 0.00 2.27 1.02
C 0.60 1.74 -1.27
C 0.77 1.87 1.26
C 1.50 1.73 -0.41
C -1.22 1.68 0.52
N -1.51 -1.25 1.08
N -1.45 -5.73 -0.87
H 2.05 2.86 0.63
H -0.20 0.63 -0.38
H -0.27 -0.06 1.92
H -0.30 -2.41 -0.95
H -0.08 0.33 0.70
H -0.26 -0.96 0.12
H 0.41 -1.35 0.25
H -0.92 -0.83 -2.19
H -0.61 0.41 0.54
H 0.10 -0.97 0.27
H -1.06 -1.12 0.14
H -0.10 0.22 0.28
H 0.10 -0.67 -1.54
H 1.03 0.31 -0.18
H -0.09 0.23 0.20



(4)
This record from OMol25 describes 2 unconnected molecules or ions with the total composition C10H15N2O2 in a non-equilibrium geometry. The level of theory is ωB97M-V/def2-TZVPD.

Energy above the lowest of the compared OMol25 structures with the same formula, charge and spin: 62.3 kcal per mole
Kohn-Sham gap: 0.2836 Eh
Max |F|: 6.0 eV Å⁻¹
Multiplicity: 1
E_HOMO: -12.43 eV
E: -17678.471 eV
Charge: +1

Cartesian coordinates (Å):
C: 3.19355 -3.22220 1.21792
C: 3.30637 -1.83350 1.24739
C: 2.04582 -3.72437 0.67554
C: 2.32404 -0.97541 0.76323
C: 1.12089 -2.94700 0.05244
C: 1.20367 -1.53673 0.13650
C: -2.24012 0.92443 -0.93702
C: -1.76050 -0.28951 -1.68276
C: -0.26900 2.04889 -1.35292
C: 0.20712 -0.64959 -0.42162
N: 0.24905 3.19183 -1.62275
N: -2.77152 3.24804 2.21846
O: -1.60882 2.12315 -1.37323
O: -0.72348 -1.14854 -1.13038
H: 3.99827 -3.87662 1.63407
H: 4.24797 -1.48565 1.66505
H: 1.84548 -4.79968 0.71121
H: 2.15909 0.06586 1.00076
H: 0.47342 -3.31753 -0.74544
H: -3.22103 0.96124 -1.11064
H: -1.93518 0.76941 0.17412
H: -2.54319 -0.96858 -1.86724
H: -1.31117 -0.09175 -2.66396
H: 0.17154 0.42256 -0.35381
H: -0.27005 3.96539 -2.11715
H: 1.24700 3.32269 -1.49703
H: -2.81462 2.59129 2.91317
H: -3.72549 3.13583 1.81491
H: -2.59912 4.09607 2.65121

Force components x, y, z for each atom (eV/Å):
C 0.60 0.75 0.58
C 1.32 0.46 0.30
C -0.78 -2.49 -0.15
C -1.08 -0.48 0.76
C -0.58 1.50 -1.74
C 0.13 -0.26 -0.34
C 5.43 -0.92 2.28
C 1.08 0.03 -1.62
C -0.83 -0.70 1.02
C 0.34 -2.09 0.31
N 0.39 2.43 -1.45
N -1.30 -1.22 -3.30
O -0.11 0.05 -0.59
O 0.18 -0.17 0.97
H -0.91 0.72 -0.41
H -0.37 0.52 0.05
H 0.33 0.27 -0.30
H 1.16 0.32 -0.05
H -0.39 -0.46 0.93
H -3.91 0.74 -0.25
H -1.20 0.35 -1.53
H -1.05 -0.86 0.05
H -0.50 0.61 0.07
H 0.52 0.78 0.39
H 0.54 -0.92 1.11
H -0.34 -0.13 -0.36
H 0.38 -2.10 2.35
H 1.04 1.07 0.26
H -0.11 2.18 0.66



(5)
This record from OMol25 describes C10H15N3 in the gas phase in a non-equilibrium geometry. The level of theory is ωB97M-V/def2-TZVPD.

Energy above the lowest of the compared OMol25 structures with the same formula, charge and spin: 0.0 kcal per mole
Kohn-Sham gap (spin up / spin down): 0.2422 / 0.2799 Eh
Max |F|: 4.8 eV Å⁻¹
⟨S²⟩: 2.01
Multiplicity: 3
E_HOMO (spin up / spin down): -6.00 / -9.35 eV
E: -15078.366 eV

Cartesian coordinates (Å):
C: -3.21590 1.27855 0.53502
C: -2.73758 -0.71835 -0.10652
C: -0.85006 0.65464 0.78320
C: 0.10749 -0.18666 0.06375
C: -1.86992 -1.92631 -0.35680
C: -0.50286 -1.37912 -0.73626
C: 1.65967 1.75011 -0.33667
C: 2.48124 -0.36789 -1.06826
C: 2.22381 -0.06025 1.36923
C: 1.57646 0.20702 -0.00502
N: -4.32552 0.75164 0.11879
N: -4.05054 -0.51904 -0.29516
N: -2.19327 0.42005 0.41959
H: -3.20101 2.27295 0.94162
H: -0.64873 1.39342 1.48620
H: -1.88497 -2.61737 0.65753
H: -2.25218 -2.67692 -0.95762
H: -0.66906 -0.88527 -1.74933
H: 0.29230 -2.14769 -0.78246
H: 2.59435 1.99541 -0.69731
H: 0.87782 2.02765 -1.11344
H: 1.40412 2.31966 0.59342
H: 3.38952 0.13368 -0.90163
H: 1.99261 0.00909 -1.90944
H: 2.70306 -1.36906 -1.13342
H: 2.28041 -1.12606 1.68923
H: 1.56376 0.47093 2.05620
H: 3.25497 0.29519 1.43560

Force components x, y, z for each atom (eV/Å):
C -1.65 0.95 0.25
C -1.79 -0.75 -0.65
C -2.30 -0.74 -0.74
C 0.98 -2.56 -1.18
C 0.33 0.39 4.73
C 1.61 1.27 -0.50
C -3.71 -0.40 1.48
C -1.39 1.24 0.62
C -0.56 -0.19 0.52
C -0.01 0.31 0.57
N -0.18 -0.12 -0.05
N 1.81 -0.72 0.04
N 2.20 0.42 0.58
H 0.51 0.09 0.04
H 0.18 1.04 1.03
H 0.53 2.03 -1.84
H -0.90 -0.72 -2.07
H 0.40 -1.01 0.54
H -0.57 0.22 -0.39
H 2.00 0.68 -0.56
H 0.94 -0.35 0.81
H 0.37 -0.15 -0.85
H 1.37 0.60 -0.22
H -0.03 0.11 -2.30
H -0.07 -2.56 0.08
H -0.40 0.56 -0.54
H 0.49 -0.05 0.67
H -0.15 0.39 -0.07



(6)
This record from OMol25 describes C10H15N3O2 in the gas phase in a non-equilibrium geometry. The level of theory is ωB97M-V/def2-TZVPD.

Energy above the lowest of the compared OMol25 structures with the same formula, charge and spin: 175.6 kcal per mole
Kohn-Sham gap: 0.2732 Eh
Max |F|: 4.2 eV Å⁻¹
Multiplicity: 1
E_HOMO: -7.83 eV
E: -19172.604 eV
SMILES: CC(=C/C=N/[N+](=O)[O-])/C=C/N1CCCC1

Cartesian coordinates (Å):
C: -2.57718 -2.00367 -0.20708
C: -0.49890 -0.80148 0.18535
C: -3.42745 -0.89012 -0.20481
C: -1.24054 -1.94070 -0.13070
C: 3.33404 1.75321 -0.56403
C: 2.27657 2.77192 0.06770
C: 3.05534 0.40811 0.12313
C: 1.12655 1.77783 0.30407
C: 0.85982 -0.82934 0.27124
C: -0.41984 -3.20907 -0.06476
N: -3.10780 0.33705 0.09177
N: 1.65241 0.31768 0.44597
N: -4.19177 1.18857 0.13316
O: -3.96723 2.28105 -0.29702
O: -5.19257 0.90701 0.67693
H: -3.03096 -2.94819 -0.29032
H: -1.00874 0.14999 0.26775
H: -4.45846 -1.10376 -0.48540
H: 3.07014 1.71867 -1.58078
H: 4.35853 2.01203 -0.52077
H: 2.67359 3.33320 1.00582
H: 1.97835 3.54656 -0.61484
H: 3.43518 -0.46696 -0.42429
H: 3.55823 0.46329 1.05771
H: 0.54149 1.98794 1.15167
H: 0.60033 1.86743 -0.67044
H: 1.33309 -1.80876 0.35555
H: 0.66546 -3.26287 -0.38637
H: -1.00829 -4.07424 -0.62998
H: -0.38940 -3.48237 0.93375

Force components x, y, z for each atom (eV/Å):
C 0.26 0.36 -0.40
C 0.70 1.97 -0.39
C -0.97 1.09 0.27
C 2.02 -1.15 1.10
C -1.85 0.39 0.99
C 2.13 -1.25 2.04
C 0.77 -0.24 -0.10
C 0.19 -1.23 -1.62
C 0.79 2.23 0.59
C -1.03 -2.48 -3.27
N 0.45 -1.76 -0.09
N -1.54 0.80 -1.00
N 1.74 1.29 -0.66
O 0.60 1.78 -1.10
O -2.96 -1.85 1.55
H -0.58 -1.00 -0.44
H 0.13 -0.10 -0.10
H -0.16 0.10 0.22
H -0.27 -0.32 -1.56
H 1.01 0.46 0.34
H -0.65 -1.31 -1.35
H -0.11 0.14 -0.41
H -0.21 0.29 0.03
H 0.95 -0.24 0.92
H -1.08 0.36 0.77
H -0.57 -0.53 0.88
H 0.58 0.82 -0.32
H -1.65 0.40 -0.20
H 1.38 1.69 1.14
H -0.06 -0.74 2.15



(7)
This record from OMol25 describes C10H15N3O2 in the gas phase in a non-equilibrium geometry. The level of theory is ωB97M-V/def2-TZVPD.

Energy above the lowest of the compared OMol25 structures with the same formula, charge and spin: 189.5 kcal per mole
Kohn-Sham gap: 0.2866 Eh
Max |F|: 4.1 eV Å⁻¹
Multiplicity: 1
E_HOMO: -8.09 eV
E: -19172.004 eV
SMILES: CC(/C=C\N1CCCC1)=C/C=N/[N+](=O)[O-]

Cartesian coordinates (Å):
C: -0.40289 1.02303 1.95140
C: 1.64123 0.83800 0.58715
C: -0.67364 -0.32786 2.28158
C: 0.73256 1.53116 1.33712
C: -1.11779 -2.17825 -2.04066
C: -1.34841 -0.55705 -2.26256
C: 0.30099 -2.17389 -1.26160
C: -0.67049 0.09132 -0.94828
C: 1.56395 -0.41147 -0.11210
C: 1.02732 2.95475 1.66008
N: -0.02891 -1.30077 1.61274
N: 0.46947 -0.77326 -0.78374
N: -0.05045 -2.50680 2.25185
O: -0.67578 -2.78431 3.19815
O: 0.61594 -3.32485 1.63506
H: -1.01608 1.75675 2.41054
H: 2.69140 1.28784 0.71478
H: -1.50048 -0.49311 2.96918
H: -1.80840 -2.66239 -1.37670
H: -1.06147 -2.52732 -3.08794
H: -0.79732 -0.33254 -3.13036
H: -2.42901 -0.23963 -2.37789
H: 0.52961 -2.97647 -0.52642
H: 1.14484 -2.33985 -2.07022
H: -0.43868 1.09589 -1.14896
H: -1.32944 0.23667 -0.10455
H: 2.43065 -1.10789 -0.12763
H: 2.20561 3.19363 1.61222
H: 0.55347 3.34681 2.68520
H: 0.66756 3.41706 0.76033

Force components x, y, z for each atom (eV/Å):
C -0.71 -1.52 0.39
C 3.18 -0.63 -0.51
C 0.36 0.87 -1.90
C -0.16 -0.50 0.74
C 1.85 2.81 0.20
C -1.28 -1.58 3.43
C 1.00 -0.09 -3.35
C -1.36 -1.75 -2.69
C -1.00 0.83 0.27
C 2.14 1.22 1.51
N -0.65 1.84 2.20
N 1.45 -0.24 0.84
N 1.32 -0.60 -3.54
O -2.16 -0.08 3.47
O 0.85 -1.03 -0.16
H -0.57 0.39 0.61
H -1.44 -0.98 -0.58
H 0.37 -0.41 0.28
H -0.75 -0.13 -0.23
H -0.03 -0.68 0.97
H 0.68 0.66 -0.99
H 1.25 -0.53 0.10
H -0.84 0.98 -0.01
H -1.47 0.41 1.35
H 1.21 1.31 -0.49
H -0.37 -0.98 0.50
H -0.74 0.62 -0.19
H -2.65 -0.64 0.42
H 1.05 -0.80 -2.59
H -0.52 1.24 -0.05



(8)
This record from OMol25 describes C10H15N3O2 in the gas phase in a non-equilibrium geometry. The level of theory is ωB97M-V/def2-TZVPD.

Energy above the lowest of the compared OMol25 structures with the same formula, charge and spin: 86.8 kcal per mole
Kohn-Sham gap: 0.3618 Eh
Max |F|: 4.7 eV Å⁻¹
Multiplicity: 1
E_HOMO: -9.46 eV
E: -19176.457 eV
SMILES: Cc1nccnc1[C@](C)(C(=O)O)N(C)C

Cartesian coordinates (Å):
C: -4.04959 -0.04817 0.06474
C: -3.45732 0.67392 1.12130
C: -1.94384 -0.09688 -0.98670
C: -1.41388 0.51133 0.15641
C: 0.19091 2.15871 -0.58218
C: -1.24254 -0.72958 -2.17450
C: 0.51080 1.41109 1.82609
C: 2.46248 0.22330 -0.26264
C: 0.95158 -1.42004 0.35951
C: 0.20163 0.96401 0.35103
N: -3.27166 -0.47618 -0.90963
N: -2.18154 0.88532 1.21738
N: 1.07397 -0.13575 -0.19906
O: 0.53210 1.86818 -1.84206
O: 0.04799 3.28936 -0.18006
H: -5.07806 -0.31616 0.14443
H: -4.01358 0.97783 2.06076
H: -0.86883 0.18176 -2.64401
H: -0.54338 -1.45287 -1.98896
H: -1.91787 -1.13896 -2.84329
H: -0.02287 0.72613 2.46145
H: 1.62214 1.47015 1.94237
H: 0.13609 2.47650 1.85523
H: 3.15539 0.16958 0.63762
H: 2.94619 -0.20882 -1.14708
H: 2.61794 1.21896 -0.57698
H: 0.09146 -2.07465 0.08524
H: 1.77334 -2.16924 -0.15767
H: 1.27664 -1.45703 1.43807
H: 1.00015 0.96428 -1.80997

Force components x, y, z for each atom (eV/Å):
C 2.01 0.65 0.68
C -1.71 -0.10 1.80
C -1.70 -2.38 1.55
C 1.95 0.95 0.93
C 1.89 0.89 0.65
C -0.76 4.04 0.62
C 0.05 1.13 -2.20
C 1.98 0.33 -0.15
C 2.22 -4.19 -0.21
C -2.06 -1.68 0.31
N 0.13 0.64 -0.60
N 1.57 -0.19 -1.64
N -0.52 1.79 -0.30
O 0.72 -1.00 -0.41
O -0.61 -0.66 -0.77
H -0.60 -0.29 -0.41
H 0.22 -0.35 -1.43
H 0.81 -0.54 -0.60
H 2.12 -1.37 0.84
H -1.78 -0.69 -1.00
H 0.19 0.07 0.69
H -0.94 -0.37 0.18
H 0.20 -1.38 0.52
H -1.14 -0.62 -0.64
H 0.03 -1.02 0.50
H -0.45 1.77 0.06
H -0.17 1.28 0.73
H -1.47 2.10 1.07
H -0.84 -0.12 -0.69
H -1.37 1.31 -0.08